No. 1
The following is a quantum chemistry calculation of a 14-piece molecular cluster, C6H38O14 overall, from OMol25.

As for the relative energy (zero: lowest compared OMol25 entry of this formula, charge and spin): 16.8 kcal/mol.

Geometry as XYZ:
```
58
Properties=species:S:1:pos:R:3:forces:R:3:mulliken_charge:R:1
O -1.30865 -2.78531 -0.81481 -0.1 0.0 -1.2 -0.721
C -0.77273 -1.76423 -1.22742 -1.0 0.1 2.0 -0.111
C -0.53027 -0.69097 -0.15109 0.6 -1.1 -0.5 -0.055
C 0.87714 -0.05654 -0.15040 -2.0 0.5 -0.3 1.863
C 1.05420 0.81387 -1.41306 2.9 -0.1 0.6 1.302
C 2.59356 1.19498 -1.49720 -0.2 -2.0 0.0 -1.444
C 0.22548 2.08381 -1.45401 0.7 -0.1 -1.0 -1.435
H -0.59284 -1.58778 -2.29408 0.1 -0.1 0.0 0.505
H -0.69805 -1.23864 0.77289 0.0 0.0 0.2 -0.078
H -1.38883 -0.03364 -0.21515 0.1 0.7 -0.1 0.352
H 0.96853 0.59443 0.73364 -0.2 -0.4 -1.0 -1.823
H 1.58919 -0.86814 0.04423 0.2 0.4 -0.6 0.614
H 0.90288 0.26304 -2.33152 -0.4 -0.3 -0.1 -0.446
H 3.17362 1.04274 -0.56880 -0.7 1.2 0.1 0.220
H 2.70276 2.11530 -2.05216 0.5 0.3 0.3 0.409
H 3.11202 0.38727 -2.03928 -0.4 0.3 -0.6 0.346
H -0.76913 1.87878 -1.85031 -0.3 0.3 0.6 0.242
H 0.26599 2.53871 -0.47216 -0.5 0.4 0.1 0.191
H 0.72159 2.75733 -2.19613 -0.5 -0.3 0.6 0.438
H -2.39689 2.57310 1.31046 -0.1 -0.1 -0.2 0.274
H -3.25060 1.91080 0.15461 0.1 0.2 0.0 0.267
O -2.77941 1.74451 0.97630 0.0 0.1 0.1 -0.515
H -0.95572 2.40134 3.17503 -0.2 0.0 -0.2 0.504
H -2.02741 3.37075 3.55493 -0.2 0.2 0.0 0.303
O -1.31712 3.27991 2.91115 0.0 -0.1 0.3 -0.818
H 0.70620 -0.96090 -4.44877 -0.3 0.0 0.0 0.344
H -0.18240 -0.36153 -5.61187 0.2 -0.1 0.2 0.262
O -0.17040 -0.57481 -4.67071 0.1 0.1 -0.4 -0.598
H -1.58467 0.50362 -3.43298 -0.2 -0.2 0.0 0.296
H -2.43580 -0.51001 -4.11544 0.0 0.0 0.3 0.307
O -2.44521 0.06789 -3.33951 0.0 0.2 -0.1 -0.602
H 2.17174 -2.53761 1.88592 -0.3 -0.3 -0.2 0.446
H 0.70424 -2.72522 1.64952 -0.3 -0.2 0.2 0.334
O 1.53012 -3.21293 1.56727 0.1 0.5 0.0 -0.754
H 3.21280 -0.18871 1.84362 -0.2 0.2 0.1 0.261
H 3.98293 -1.53098 1.69134 0.3 0.1 0.0 0.311
O 3.16551 -1.14096 2.00655 0.3 -0.1 0.1 -0.682
H 1.97621 2.43257 1.90685 0.3 -0.3 0.6 0.221
H 1.18839 1.17413 2.17486 0.5 0.1 0.6 0.326
O 2.10427 1.49940 2.14466 -0.2 -0.1 -0.3 -0.616
H -4.10094 -3.15833 0.75383 -0.1 -0.2 -0.3 0.281
H -2.56739 -2.97902 0.48411 -0.2 0.1 0.0 0.417
O -3.28511 -2.83944 1.13259 0.3 0.0 0.4 -0.657
H -1.83197 0.61981 2.71338 0.2 -0.5 0.4 0.439
H -1.52295 0.14734 4.13825 0.0 0.0 -0.1 0.285
O -1.13559 0.64197 3.40934 0.2 0.4 -0.5 -0.714
H -3.40177 -1.41675 2.43291 -0.1 0.4 -0.4 0.300
H -4.15289 -0.05433 2.18632 0.5 -0.3 0.0 0.233
O -3.35676 -0.45199 2.57204 -0.6 -0.2 0.4 -0.603
H 1.29855 -2.85842 -0.30185 0.0 -1.1 0.3 0.274
H 0.78199 -3.93351 -1.37866 -0.3 0.0 0.5 0.253
O 1.31538 -3.15410 -1.22557 1.1 0.7 -0.7 -0.737
H 1.68963 -1.91470 -2.53038 0.3 -0.7 -0.8 0.449
H 2.14184 -2.69792 -3.82777 0.0 -0.1 0.4 0.252
O 1.90618 -1.82976 -3.48903 0.0 0.7 0.1 -0.703
H 1.09595 4.25765 2.24692 0.7 0.3 -0.2 0.326
H 0.44444 3.90559 3.43830 0.5 -0.4 0.5 0.337
O 1.35813 3.85651 3.08830 -1.1 0.9 -0.4 -0.669
```
Forces are in eV/Å.


No. 2
The following is a quantum chemistry calculation of an isolated ion of composition C5H10N and charge +1, from OMol25.

As for the net charge: +1. As for the relative energy (zero: lowest compared OMol25 entry of this formula, charge and spin): 47.3 kcal/mol.

Geometry as XYZ:
```
16
Properties=species:S:1:pos:R:3:forces:R:3:mulliken_charge:R:1
C 1.41380 -1.40660 0.23717 -1.3 -1.9 1.3 -1.480
C 0.07557 -0.89167 -0.20361 2.3 2.4 0.4 0.338
C -1.07883 -0.99929 0.61219 -1.9 -1.6 3.1 -0.285
C -1.23460 0.27872 0.94474 1.3 -1.1 -1.6 -0.481
N -0.03982 0.66186 0.11011 -0.8 2.1 -0.7 -0.104
C -0.33576 1.73551 -0.91413 0.6 1.1 -0.4 -0.939
H 2.15858 -1.03035 -0.35497 1.9 1.0 -1.6 0.455
H 1.49341 -2.51130 0.15626 -0.3 0.6 0.0 0.374
H 1.64725 -1.15036 1.27599 -0.3 0.0 -0.1 0.398
H -0.14016 -0.84526 -1.22065 -0.1 -0.9 -2.0 0.387
H -1.41698 -1.93743 1.04493 -0.8 0.3 -0.4 0.405
H -1.97795 0.94494 1.29593 -0.3 0.5 0.7 0.459
H 0.75488 1.08727 0.56992 0.3 -0.7 0.9 0.374
H -1.34556 1.67824 -1.24045 -1.1 -0.1 0.3 0.407
H -0.15879 2.76618 -0.42230 -0.1 -1.8 -0.9 0.349
H 0.18497 1.61953 -1.89114 0.5 0.0 1.1 0.343
```
Forces are in eV/Å.


No. 3
The following is a quantum chemistry calculation of C3H6N4O2 in the gas phase, from OMol25.

As for the relative energy (zero: lowest compared OMol25 entry of this formula, charge and spin): 43.7 kcal/mol.

Geometry as XYZ:
```
15
Properties=species:S:1:pos:R:3:forces:R:3:mulliken_charge:R:1
N -2.47143 0.28217 -0.76090 -0.7 1.2 -1.9 -0.432
C -1.13203 0.26265 -1.02807 0.9 1.8 -1.5 0.453
O -0.59343 0.93872 -1.91302 -1.1 -1.6 1.8 -0.553
N -0.39828 -0.50258 -0.07735 0.6 0.5 -1.0 0.466
N -1.10280 -1.33243 0.76761 -0.1 -2.4 -1.4 -0.840
C 0.89132 -0.19080 0.23346 -0.6 1.9 -0.5 -0.208
N 1.51642 0.77681 -0.30562 1.7 -0.3 0.4 -0.379
C 2.79225 1.01494 0.34242 -0.4 2.5 -2.0 0.075
O 3.41345 0.44209 1.17230 -0.1 -1.7 1.1 -0.464
H -2.83101 -0.58529 -0.38591 -0.5 0.4 0.0 0.263
H -2.97882 0.87754 -1.50479 0.9 -1.9 1.8 0.291
H -0.95392 -1.08930 1.69357 0.1 1.0 2.2 0.225
H -0.68371 -2.27204 0.69718 -0.6 0.4 -0.2 0.271
H 1.29893 -0.58396 1.11773 0.3 -1.5 1.2 0.475
H 3.23308 1.96147 -0.04858 -0.4 -0.3 -0.1 0.358
```
Forces are in eV/Å.


No. 4
The following is a quantum chemistry calculation of C8H16 as an isolated structure, from OMol25.

As for the relative energy (zero: lowest compared OMol25 entry of this formula, charge and spin): 97.3 kcal/mol.

Geometry as XYZ:
```
24
Properties=species:S:1:pos:R:3:forces:R:3:mulliken_charge:R:1
C -1.57147 0.83473 -0.35111 0.1 -0.5 -0.3 -0.174
C 0.72005 1.80962 0.07169 0.2 -0.4 -0.3 -1.531
C -2.66489 -0.15891 0.02954 0.1 0.1 -0.1 -1.369
C -0.26557 0.72402 0.39125 -0.3 -0.1 2.4 0.860
C -0.09512 -0.05092 1.53464 -1.6 2.6 -0.9 -1.295
H -1.95096 1.85217 -0.18993 0.2 0.0 0.0 0.353
H -1.37243 0.77291 -1.42618 -0.1 0.0 -0.1 0.290
H 0.93247 1.84318 -1.00246 -0.1 0.0 0.0 0.287
H 0.31063 2.78410 0.34768 0.0 0.0 0.1 0.432
H 1.67213 1.64525 0.57095 0.0 0.1 0.1 0.395
H -3.52876 -0.02580 -0.62115 0.0 0.0 0.0 0.388
H -2.32033 -1.18667 -0.07260 0.0 -0.1 0.0 0.292
H -2.99592 -0.00584 1.05600 0.0 0.0 0.0 0.323
H -0.95665 -0.57652 1.92455 0.1 -0.5 -0.2 0.342
H 0.48381 0.40198 2.33445 0.6 -0.3 -0.2 0.463
C 0.69052 -1.15120 -1.40109 3.5 -0.9 0.7 -0.978
C 2.21627 -1.11213 -0.50991 -3.5 1.5 -3.3 -0.210
C 2.26180 -1.41503 0.72807 -3.1 0.7 3.7 -0.575
H 2.90716 -0.62654 -1.17892 0.8 -0.7 -0.2 0.339
H 0.49979 -0.27566 -2.01657 -0.1 0.1 0.3 0.253
H -0.16518 -1.63529 -0.94191 0.0 0.5 0.4 0.213
H 1.08439 -1.90796 -2.07775 -0.2 -0.1 -0.5 0.446
H 3.02489 -1.49437 1.47725 0.7 0.1 -0.3 0.330
H 1.08337 -1.04509 1.32351 2.7 -2.0 -1.6 0.124
```
Forces are in eV/Å.


No. 5
The following is a quantum chemistry calculation of C11H23CdFNO2P2 as an isolated structure, from OMol25.

As for the net charge: +1.

Geometry as XYZ:
```
41
Properties=species:S:1:pos:R:3:forces:R:3:mulliken_charge:R:1
Cd -0.25163 -0.44644 1.68875 0.5 -0.1 -2.3 0.352
P 2.09217 -1.26244 1.53792 -0.1 -0.1 -0.9 0.728
C 2.18878 -1.47203 -0.19427 -0.6 -0.6 0.0 -1.444
C 1.02667 -1.64983 -0.99772 -1.0 -1.2 1.2 1.072
N -0.21456 -1.34487 -0.47868 0.5 1.6 0.7 -0.143
C -1.35744 -1.43904 -1.15924 0.3 -1.0 -1.1 0.619
C -1.39112 -2.21268 -2.32241 -0.6 1.0 0.4 -0.761
C -0.17638 -2.64689 -2.86622 0.8 0.1 0.3 -0.333
C 1.01860 -2.34833 -2.22639 -0.3 0.0 -0.5 -0.802
C -2.59150 -0.73480 -0.59677 0.4 -1.0 -0.1 -1.150
P -2.25251 0.74941 0.41738 -1.6 0.3 -0.4 0.669
H 1.98281 -2.69405 -2.57374 -0.1 0.0 -0.4 0.383
H -2.34371 -2.41296 -2.79529 0.1 0.1 -0.2 0.423
H -0.16574 -3.19588 -3.81129 0.0 0.1 0.4 0.416
H -3.23908 -0.44326 -1.42911 -0.1 -0.2 0.2 0.449
H -3.11857 -1.45069 0.04176 -0.2 0.1 0.0 0.381
H 2.85153 2.77865 -3.04307 0.4 -1.4 0.0 0.310
H 3.05756 -2.06230 -0.49571 0.0 0.3 -0.1 0.234
H -0.33296 4.66735 -0.51427 0.0 1.2 -1.4 0.309
O 2.61706 3.68493 -3.09104 -0.4 1.3 0.1 -0.625
H 3.19213 4.12583 -2.45677 0.0 0.0 -0.1 0.314
H -0.63678 0.83193 3.31098 0.5 1.6 1.0 0.313
O -0.15233 4.13015 0.22364 0.3 -1.4 1.7 -0.568
H 0.76344 4.26861 0.49543 -0.3 0.2 -0.3 0.275
C -2.43890 2.04920 -0.90070 1.0 0.4 0.3 -1.217
H -3.37137 1.91936 -1.48995 0.5 -0.2 0.6 0.413
H -2.41496 3.05262 -0.43881 0.0 -0.5 -0.2 0.347
H -1.55907 1.96610 -1.55984 -0.4 0.1 0.1 0.396
C -3.87627 0.97419 1.29614 0.2 -0.2 0.3 -1.122
H -4.03444 2.04384 1.54061 0.2 -0.6 -0.1 0.385
H -4.71378 0.61356 0.66580 0.5 0.2 0.3 0.357
H -3.85114 0.39865 2.24077 -0.2 0.3 -0.5 0.368
C 2.26091 -2.79597 2.52049 0.1 0.1 0.5 -1.090
H 3.28848 -3.16716 2.56161 -0.1 0.1 -0.2 0.370
H 1.94248 -2.57339 3.54349 0.1 -0.1 0.0 0.367
H 1.61424 -3.59508 2.14899 0.0 0.3 -0.2 0.323
C 3.45944 -0.13923 1.89919 -0.2 0.2 0.7 -1.083
H 3.37125 0.24806 2.91836 0.3 0.0 -0.1 0.382
H 4.40797 -0.66655 1.75256 -0.1 0.1 0.1 0.368
H 3.39328 0.68508 1.18314 0.0 -0.2 0.2 0.319
F -0.04461 1.56637 3.45429 -0.7 -0.9 -0.2 -0.308
```
Forces are in eV/Å.


No. 6
The following is a quantum chemistry calculation of C46H53InN10O as an isolated structure, from OMol25.

Geometry as XYZ:
```
111
Properties=species:S:1:pos:R:3:forces:R:3:mulliken_charge:R:1
In 0.15515 0.52110 0.31222 0.7 0.0 0.0 2.477
C -2.38259 0.23486 3.89964 0.2 -0.2 -0.1 -1.990
C -1.03679 -0.47462 4.06475 0.0 0.1 0.0 -0.019
C 0.16153 0.40967 3.66657 -0.2 -0.2 0.1 -1.663
N 0.86191 0.07811 2.43256 -0.1 0.1 -0.7 -0.036
C 2.08902 -0.41217 2.56080 -0.1 0.1 0.3 0.961
C 2.45648 -1.21774 3.65266 -0.1 -0.1 -0.1 -0.405
C 3.69623 -1.66038 4.10120 0.2 0.1 -0.1 -0.679
C 4.95653 -1.22976 3.74443 0.0 -0.2 0.2 -0.679
C 5.22447 -0.24459 2.79165 -0.1 -0.1 -0.1 -0.543
C 4.39459 0.27495 1.83240 0.2 0.1 0.1 -0.984
C 3.03836 -0.03768 1.48961 0.0 -0.1 -0.2 0.297
N 2.52631 0.19612 0.32551 -0.3 0.0 0.2 0.810
C 3.38930 0.53424 -0.78537 0.1 0.1 0.0 -1.564
C 3.34431 2.02961 -1.09225 -0.1 -0.2 0.0 -0.805
C 1.91436 2.39810 -1.49066 0.2 0.1 0.0 -1.171
N 1.01705 2.47826 -0.36206 -0.2 -0.2 0.3 0.162
C 0.73419 3.60162 0.23882 0.2 -0.1 -0.2 0.715
C 1.44410 4.79295 -0.07424 0.1 0.2 -0.1 -0.669
C 1.26488 6.11754 0.26274 0.0 -0.1 0.0 -0.598
C 0.34552 6.70268 1.11894 -0.1 0.1 0.1 -0.628
C -0.58127 6.01050 1.87520 0.2 0.1 -0.2 -0.638
C -0.87021 4.65727 1.92174 -0.1 -0.1 0.1 -0.526
C -0.38342 3.52196 1.21939 -0.2 0.1 0.3 0.296
N -0.93408 2.33464 1.39075 0.1 -0.5 -0.4 0.885
C -2.07984 2.23893 2.28537 -0.2 0.0 0.0 -2.452
C -2.59055 0.81175 2.49495 0.1 0.2 0.2 0.755
H -2.46672 1.03217 4.64567 -0.1 0.0 0.0 0.387
H -3.17634 -0.48639 4.11403 0.0 0.0 0.0 0.452
H -1.02999 -1.38242 3.45928 0.0 0.0 0.0 -0.011
H -0.93021 -0.78134 5.10944 0.0 0.0 0.0 0.468
H 0.89436 0.40809 4.47756 0.0 0.1 0.0 0.898
H -0.17751 1.44165 3.56195 0.0 0.0 0.1 0.401
H 1.60542 -1.61803 4.19377 0.0 0.0 0.0 0.315
H 3.65546 -2.39702 4.89809 0.0 0.0 0.0 0.387
H 5.79706 -1.62692 4.30048 0.0 0.0 0.0 0.365
H 6.23764 0.14531 2.78927 0.0 0.0 0.0 0.401
H 4.82481 1.06363 1.22584 0.0 -0.1 0.0 0.346
H 3.01597 0.00655 -1.66896 0.0 0.0 0.0 0.094
H 4.41442 0.19841 -0.60102 0.0 0.0 -0.1 0.800
H 4.02859 2.25156 -1.91516 0.0 0.0 0.0 0.535
H 3.64682 2.60109 -0.21094 0.1 0.1 -0.1 0.406
H 1.54575 1.58641 -2.12487 0.0 0.1 -0.1 -0.407
H 1.89341 3.30880 -2.09647 -0.1 0.0 0.0 0.958
H 2.27929 4.63551 -0.74261 0.0 0.0 0.0 0.272
H 1.96303 6.80119 -0.20998 0.0 0.0 0.0 0.360
H 0.37307 7.78054 1.21777 0.0 0.0 0.1 0.339
H -1.18902 6.61911 2.53722 0.0 0.0 0.0 0.359
H -1.65855 4.43872 2.62418 0.0 0.0 -0.1 0.283
H -2.89170 2.85814 1.87631 0.0 0.0 0.0 0.865
H -1.83224 2.66082 3.26751 0.0 0.0 0.0 0.776
H -2.07484 0.19094 1.77831 -0.1 -0.3 -0.2 -0.939
H -3.65349 0.77850 2.25307 0.0 0.0 -0.1 0.640
C 3.84412 -4.99693 1.73842 -0.1 0.0 0.0 -1.722
C 2.93916 -4.07933 0.96330 0.0 0.0 0.1 0.941
C 3.36801 -3.42744 -0.18786 0.0 0.0 -0.1 -1.379
C 2.53367 -2.57985 -0.88552 0.0 0.2 0.2 0.384
C 1.22707 -2.29283 -0.46330 0.1 -0.4 0.1 -0.957
N 0.41924 -1.35218 -1.12732 -0.2 0.6 0.6 1.098
C 0.33470 -1.51388 -2.48352 -0.1 -0.1 -0.1 -0.059
C 0.66396 -2.76565 -3.07566 -0.1 0.1 0.0 -0.855
C 0.81496 -2.95246 -4.42892 0.0 0.1 0.0 -1.182
C 0.62877 -1.89743 -5.31981 0.0 0.0 -0.1 0.382
C 0.94254 -2.01972 -6.78846 -0.1 0.0 0.1 -1.671
C 0.12607 -0.72698 -4.78900 0.0 0.0 0.1 -0.894
C -0.10677 -0.54617 -3.42341 0.2 -0.4 0.1 0.362
N -0.83197 0.61815 -3.06104 -0.4 0.0 -0.2 -0.345
C -1.66086 1.31264 -3.87869 -0.1 0.2 0.1 -0.271
C -2.16963 2.36689 -3.15478 0.0 0.0 0.0 -1.622
C -1.60149 2.22902 -1.88604 0.1 0.0 -0.1 -0.612
N -0.81113 1.16705 -1.84364 0.0 0.2 0.3 0.984
C 0.78849 -3.01147 0.66187 0.2 0.2 -0.4 0.261
C 1.63104 -3.86760 1.36132 0.0 0.0 0.1 -0.793
N -0.58644 -3.01822 1.01485 -0.1 -0.2 0.0 -0.068
C -1.32154 -4.13918 1.19701 -0.2 0.0 0.0 -0.281
C -2.61770 -3.73889 1.41457 0.0 -0.1 0.1 -1.700
C -2.57041 -2.34105 1.33870 0.2 0.0 -0.1 -0.513
N -1.33766 -1.91567 1.08894 -0.1 0.3 -0.1 1.540
H 4.84146 -5.02044 1.30134 0.0 0.0 0.0 0.403
H 3.93575 -4.66332 2.77208 0.0 0.0 0.0 0.302
H 3.44945 -6.01533 1.74730 0.0 0.0 0.0 0.345
H 4.37681 -3.59269 -0.54956 0.0 0.0 0.0 0.310
H 2.89176 -2.11476 -1.79330 0.0 0.0 0.0 0.557
H 0.82461 -3.60312 -2.41226 0.0 0.0 0.0 0.655
H 1.09640 -3.92943 -4.80613 0.0 0.0 0.0 0.403
H 1.60054 -2.86821 -6.97205 0.0 0.0 0.0 0.407
H 0.03823 -2.15948 -7.38630 0.0 0.0 0.0 0.280
H 1.44040 -1.11874 -7.14934 0.0 0.0 0.0 0.372
H -0.08719 0.09484 -5.46173 0.0 0.0 0.0 0.600
H -1.85520 1.02322 -4.89478 0.1 -0.1 0.0 0.464
H -2.85975 3.11685 -3.50018 0.0 0.0 0.0 0.491
H -1.73429 2.82829 -1.00126 0.0 0.0 0.0 0.455
H 1.24427 -4.37752 2.23752 0.0 0.0 0.0 0.487
H -0.88311 -5.11926 1.12354 0.1 0.0 0.0 0.459
H -3.47499 -4.36065 1.60556 0.0 0.0 0.0 0.466
H -3.37601 -1.63987 1.45844 0.0 0.2 0.0 0.452
C -5.45067 1.64603 -0.51247 0.1 -0.1 0.0 -0.903
N -5.10146 0.49623 -1.32944 0.0 0.1 0.1 0.341
C -6.11757 -0.03749 -2.21876 0.2 -0.1 0.0 -1.042
C -3.86716 -0.06528 -1.20355 0.0 -0.1 0.0 0.055
C -3.56708 -1.25087 -2.09005 0.1 0.0 0.1 -1.095
O -3.03405 0.36465 -0.41752 -0.3 -0.1 0.2 0.141
H -5.87537 2.43723 -1.13221 0.0 0.0 0.0 0.436
H -4.54490 2.00977 -0.03611 0.0 0.0 0.0 0.051
H -6.17314 1.37240 0.26165 0.0 0.0 0.0 0.331
H -7.04747 0.49822 -2.04680 0.0 0.0 0.0 0.406
H -6.29374 -1.09801 -2.03256 -0.1 0.0 0.0 0.307
H -5.83993 0.08538 -3.26874 0.0 0.0 0.0 0.293
H -4.22394 -2.09207 -1.86326 0.0 0.0 0.0 0.616
H -2.53667 -1.54922 -1.90611 0.0 0.0 0.0 -0.323
H -3.69222 -0.99108 -3.14206 0.0 0.0 0.0 0.384
```
Forces are in eV/Å.


Number 1: LUMO energy 0.3 eV, HOMO-LUMO gap 9.86 eV, HOMO -9.6 eV. Number 2: LUMO energy -3.4 eV, HOMO-LUMO gap 11.83 eV, HOMO -15.2 eV. Number 3: LUMO energy 0.4 eV, HOMO-LUMO gap 9.96 eV, HOMO -9.6 eV. Number 4: LUMO energy 0.8 eV, HOMO-LUMO gap 8.82 eV, HOMO -8.0 eV. Number 5: LUMO energy -4.9 eV, HOMO-LUMO gap 4.84 eV, HOMO -9.8 eV. Number 6: LUMO energy 0.5 eV, HOMO-LUMO gap 7.03 eV, HOMO -6.5 eV.